1.
The following is a DFT calculation (ωB97M-V with the def2-TZVPD basis set) of a 11-piece molecular cluster, C42H63O32 overall in a non-equilibrium geometry.

The calculation puts the frontier orbital gap at 8.501 eV. Its energy relative to the best compared isomer or geometry (same formula, charge and spin) is 126.82 kcal per mole. The calculated total energy comes out at -110097.43664 eV. Its highest occupied orbital energy is -7.0492 eV. As for the multiplicity: 1. The charge is -1.

The geometry in XYZ format:
```
137
Properties=species:S:1:pos:R:3:lowdin_charge:R:1
H -2.37141 5.76936 0.13878 0.0988
C -2.08894 3.19055 -2.59067 -0.5661
C -1.06996 -1.19997 3.07161 -0.0565
C 3.77146 0.58929 -6.46231 -0.4950
H 1.09650 0.17776 -3.47866 0.0508
H -4.71492 -5.17753 -1.50826 0.1552
C 0.10085 -1.95963 3.71991 -0.2976
H -0.06066 1.17020 5.12349 0.0744
C 3.81580 3.56175 -1.87948 0.0279
H 5.08030 -0.77407 -1.19256 0.0781
C 0.22043 -3.37723 3.26226 -0.0096
C -3.76419 -2.65272 -4.80345 -0.5500
C -1.34883 -1.18514 5.32735 -0.5611
O 3.32236 3.50476 3.92328 0.1172
H -2.22596 -1.81633 -2.30011 0.1212
H 2.62304 -1.10613 -4.37195 0.1164
O 6.56234 -0.01787 0.96288 0.1028
C 4.90063 1.32581 1.66440 -0.1212
H 4.70877 2.38749 1.50912 0.1326
H -4.23433 0.35664 -1.86251 0.0675
O 4.35304 0.88121 -7.50790 0.1180
H -2.17668 4.53298 1.37104 0.1004
O -4.94430 0.13388 3.04493 0.1203
H 4.44571 4.32202 -1.41763 0.0840
O -2.98617 -5.09362 0.71642 0.0838
H -0.30472 0.19356 -1.20161 0.0656
H -5.88105 1.88156 3.62624 0.1620
H 0.71445 -2.30284 -3.71263 0.0715
C -0.16774 -0.33588 -0.25873 -0.0107
C -3.75581 -7.07324 -2.03703 -0.0057
H 2.52557 2.76381 2.30364 0.0991
O -3.08943 -3.10151 -3.83216 0.1156
C -5.32110 0.57863 5.27766 -0.0078
H 0.76669 -3.94421 -3.19212 0.0993
H -3.01641 2.16807 0.07330 0.1149
C 1.02798 0.27230 0.52036 -0.7646
C 2.17081 3.08047 3.28444 -0.1120
H -5.13152 0.65242 -3.46963 0.0959
O 2.49330 2.14276 5.28725 0.1289
H -5.13957 1.25939 6.10934 0.0977
O -1.98909 -0.97858 4.18553 0.0606
C 1.69861 1.98497 4.15536 -0.2985
C 1.14952 5.73101 -1.92647 -0.5113
C 1.27655 1.05977 -4.09326 0.0362
O 4.09089 -0.47965 -5.61406 0.0768
C 1.98823 -2.66498 -1.88075 -0.3196
H 3.93961 0.86516 1.89318 0.1206
C 0.20264 2.00413 4.47285 0.0113
O -0.21364 -1.86044 5.11600 0.0904
H -6.37106 0.28603 5.26978 0.0883
C 5.47277 0.67779 0.43577 -0.3092
C 2.02830 -3.55865 -0.63425 -0.0877
C 0.80719 -2.92070 -2.81946 -0.0063
C 2.80957 0.98746 -4.49645 -0.2709
H -4.68602 -0.29784 5.40642 0.0953
H 3.72594 0.23012 -0.85136 0.0659
H 1.73946 3.96344 0.62571 0.1033
H 5.83553 1.55512 -0.09976 0.1470
H -4.87607 -5.73543 0.79073 0.1463
H 0.82806 -4.04689 3.87090 0.0910
O 2.05197 4.90586 -2.38227 0.0863
H -5.50603 -0.77189 -2.44035 0.0872
C 3.40719 -0.35121 -4.42950 -0.1630
H 3.38944 1.62171 -3.82594 0.1283
O 5.24466 -3.90456 -1.87442 0.0919
H -0.31235 2.86335 4.90254 0.0920
O -3.68533 -0.09424 1.06693 0.0717
H -1.25506 2.06576 0.13421 0.1192
H -3.93823 3.02391 4.13202 0.1470
H 1.02733 -1.39458 3.61761 0.1363
H -0.42490 1.78003 3.61025 0.0754
C 2.08548 4.61471 -0.17693 -0.0831
C -3.94898 -5.98503 0.27468 -0.1116
C -2.56359 4.72157 0.36962 -0.0188
H 4.18334 -1.15099 0.13051 0.0883
O 3.35250 -4.01750 -0.63324 0.0712
O -1.74299 -0.68387 6.39985 0.0795
H -2.73872 -0.25696 -3.67685 0.1537
O 4.52373 3.07275 5.74733 0.0981
H 1.59924 3.12422 -1.66375 0.1273
H -3.64458 -7.01137 0.47979 0.1366
H 2.97394 5.17446 0.11535 0.1393
H -0.76585 4.04748 -0.38072 0.1392
H -0.69454 -0.38488 2.45292 0.1034
O 0.52684 6.59039 -2.57907 0.1101
O 3.20107 -2.93542 -2.54232 0.0585
C -1.82957 3.87144 -0.54074 -0.3530
O -1.16110 -3.98160 -0.13066 0.1063
H 3.95698 2.54065 -1.52517 0.0581
C -3.85659 -5.77556 -1.20212 -0.2947
C -3.81631 1.97454 3.86356 -0.0979
C 2.31487 3.92475 -1.47636 -0.3343
H 4.03277 3.60212 -2.94690 0.0790
C -4.00502 0.43412 2.17564 -0.4914
H -3.87949 -2.47769 -1.98298 0.1350
O -4.07476 -3.28025 -5.83009 0.0987
C 6.78722 0.32957 2.24029 -0.5289
O 5.89459 1.22843 2.63601 0.1089
C 4.57097 -0.26583 -0.37380 0.0020
C -2.21517 -4.61693 -0.25569 -0.5583
H -3.64062 4.66444 0.21204 0.1032
O 1.34669 1.44784 0.24164 -0.0586
O -2.30016 2.07885 -1.86384 0.0624
O 1.63639 -0.40888 1.34892 -0.0382
O -2.13466 3.18717 -3.84719 0.0849
H -1.47275 -1.93766 2.37758 0.1232
C 4.04706 -3.58296 -1.68288 -0.5007
H -0.10057 -2.70802 -2.25480 0.0489
H 0.59725 0.90095 -4.93077 0.0972
O 2.89206 1.36120 -5.87300 0.1137
H 1.42933 3.84079 3.03904 0.1401
H -2.89852 -7.65815 -1.70381 0.0914
H 0.73672 -3.37092 2.30231 0.0767
O -3.43156 1.61619 2.53944 0.0402
O -4.22323 -1.37106 -4.52851 0.0599
C -3.16066 -2.16410 -2.73998 -0.0498
C -2.09897 2.41306 -0.46186 -0.0736
H 4.05687 -0.45104 -3.55999 0.1355
H -3.65681 -6.75987 -3.07630 0.0899
H 2.00257 0.99261 3.82228 0.1535
C -5.08461 1.20837 3.94341 -0.3556
C -3.61500 -0.85234 -3.42044 -0.3492
H 2.00293 -2.98633 0.29306 0.1198
C -4.74176 -0.05310 -2.73585 0.0092
O 7.80038 -0.02204 2.84466 0.1163
O 1.08060 5.57429 -0.55929 0.0375
H -3.11107 1.57775 4.59383 0.1251
C 3.50974 2.91843 5.03375 -0.6028
H 1.03686 1.89486 -3.43503 0.0633
H 1.26613 -4.33674 -0.67638 0.1231
H -1.06622 -0.26304 0.35407 0.0494
H -0.07872 -1.40804 -0.43381 0.0471
H 2.06814 -1.62396 -1.56773 0.1308
O -2.58885 -5.12628 -1.38436 0.1072
H -0.73455 -3.87522 3.09457 0.0882
O -2.17499 4.25671 -1.87980 0.1398
H -4.62425 -7.72603 -1.94892 0.0862
```

***

2.
The following is a DFT calculation (ωB97M-V with the def2-TZVPD basis set) of C42H64BaN5O2S2SeTe as an isolated structure in a non-equilibrium geometry.

The calculation puts the frontier orbital gap at 6.238 eV. Its energy relative to the best compared isomer or geometry (same formula, charge and spin) is 0.00 kcal per mole. The calculated total energy comes out at -151148.15862 eV. Its highest occupied orbital energy is -4.1398 eV. As for the multiplicity: 1. The charge is -1.

The geometry in XYZ format:
```
118
Properties=species:S:1:pos:R:3:lowdin_charge:R:1
O 0.69920 1.18886 1.31906 -0.2214
C -1.67806 2.90402 -1.72157 -0.8746
H -4.46526 2.41622 4.85663 0.0782
C -3.30616 -2.97595 4.04267 0.0195
C -2.67958 -1.09754 2.17085 -0.4048
H -1.82158 -9.01493 -4.96914 0.0654
H -1.73088 5.53921 -0.07377 0.1086
C -1.78883 4.45835 0.04857 -0.1208
C -6.51121 -0.86663 4.03158 -0.0713
C -5.61764 -2.02441 4.47085 -0.5612
C -1.03783 -4.12716 3.82230 -0.5264
Ba 0.08438 -1.54968 -0.27075 1.3681
C -1.98025 3.20549 3.84366 -0.1903
H -0.26724 4.32525 4.42273 0.0959
C 2.72212 2.89490 1.96701 -0.0689
C -2.90701 3.94588 4.80847 -0.5621
H -4.73754 3.67984 3.64722 0.0848
C -4.01984 2.16843 -1.91037 -0.0670
N -2.97764 3.05196 -1.42072 -0.1611
H -6.05136 0.10355 4.24301 0.0756
N 3.56266 -0.51798 1.86607 -0.0975
C -1.39085 -6.30451 -0.83807 -0.1188
H 3.69068 3.39357 2.10050 0.0789
H 0.08204 -3.03701 5.33886 0.0868
H -1.47827 4.20297 1.05743 0.0911
H 1.73278 3.67495 5.18044 0.0749
C -2.47073 3.68279 6.25715 -0.0509
H 2.07148 -1.71563 2.45927 0.0710
H -5.77690 -4.20321 4.51836 0.0767
H -3.61643 3.35481 0.56494 0.1062
H -0.93605 -7.29400 -0.74525 0.0698
H -6.73485 -0.90881 2.96202 0.0878
H 2.74452 5.39560 2.72717 0.0796
H 2.35576 2.13299 4.58797 0.0873
H 3.35224 3.60038 4.46624 0.0798
H -1.45091 -7.92909 -6.31135 0.0724
C -2.46488 -5.65606 -4.93692 -0.0407
O -0.57008 -2.11607 1.78302 -0.6153
S -1.02408 1.89940 -2.90933 0.5504
C -2.18226 -4.75498 -2.70632 -0.5657
C 4.31163 -0.40316 0.74141 -0.9227
H -4.79774 -2.74107 6.36990 0.0747
H 2.38457 3.03210 0.93975 0.0900
H -1.63639 -5.44984 2.19704 0.0877
C -5.40017 -1.91293 5.98675 -0.0532
C -2.11539 -6.92998 -4.51155 -0.2934
H 1.17582 5.54279 3.52554 0.0711
H -3.89899 2.00894 -2.97822 0.0658
C -1.76215 -7.09144 -3.18083 -0.0379
H -2.25622 -6.25067 -0.17162 0.0650
C -3.19813 3.92295 -0.26628 -0.1092
C -1.50750 1.55872 2.14128 -0.4061
H -2.30524 -2.42057 -4.17418 0.0286
H 5.86640 0.64287 0.05508 0.0778
H -3.15341 5.67507 3.51374 0.0839
H -1.82323 -4.48679 5.83006 0.0811
C -2.84784 5.45535 4.54124 -0.0541
H -3.93477 -2.98967 -4.39602 0.0734
Se -2.21026 0.27732 0.91525 0.9908
H 1.24846 5.22362 1.79008 0.0840
H 0.56481 -2.65778 3.67946 0.0503
H -3.89231 4.72221 -0.52673 0.1159
H -4.61880 -0.28159 2.50676 0.0893
H -7.45891 -0.91455 4.57544 0.0810
C -3.92467 -1.06069 2.79648 -0.0643
N -0.96603 3.77550 -0.95666 0.0273
H -7.32783 -3.35822 4.65331 0.0793
H 2.83703 1.82194 2.10394 0.0416
C -6.34671 -3.33941 4.16500 -0.0512
H -3.44116 1.89292 2.95794 0.0860
Te -2.47916 -3.18291 -1.31201 0.6437
C 0.24753 -3.46089 4.34292 -0.0390
C -1.55325 -5.04519 4.92944 -0.0792
H -4.98800 4.02693 5.36446 0.0823
C -2.05796 -3.04885 3.43634 -0.0828
C 2.33026 3.20949 4.39217 -0.0507
C -2.50012 -4.56760 -4.06888 -0.3277
H -2.42258 -5.62526 4.60476 0.0861
C -4.26763 -2.00337 3.74952 -0.1770
H 3.75354 0.10673 2.63501 0.1291
H -0.69155 -5.55617 -0.46478 0.0355
H 1.05417 -4.19925 4.41444 0.0842
H -4.88092 -0.98185 6.23222 0.0861
H -2.76081 -3.20035 -5.70645 0.0667
C 0.30764 2.92413 2.93368 -0.0932
N 5.35709 0.45777 0.90279 0.0730
H -4.98272 2.64271 -1.71942 0.0862
C -0.11362 1.84229 2.08457 -0.4049
H -3.55689 -3.72432 4.78358 0.0901
H -1.46205 -8.07559 -2.82861 0.1038
C -0.62449 3.53263 3.76995 -0.0188
H -3.51595 5.99355 5.22264 0.0802
H -1.44634 4.02484 6.43170 0.0760
N 2.28271 -1.03904 1.73632 -0.0521
C -2.12785 -8.09455 -5.46889 -0.0689
H 5.23133 1.24138 1.52387 0.0823
H -2.50539 2.61270 6.47884 0.0892
S 4.05136 -1.24995 -0.68190 0.5421
C 1.74814 3.48381 2.99850 -0.5282
H -0.25965 -4.43006 1.80421 0.0609
H -0.00267 3.53897 -0.78019 0.1204
H -2.71986 -5.49560 -5.98260 0.1103
C -1.78268 -6.03124 -2.26975 -0.3255
H -3.12533 -8.25735 -5.88395 0.0725
H -0.76380 -5.75282 5.20093 0.0823
H -6.49161 -3.45615 3.08787 0.0919
H -3.98818 1.20161 -1.40943 0.0601
C -0.72150 -5.00778 2.60216 -0.0441
H -6.36052 -1.92310 6.51483 0.0795
C -2.40171 2.19893 2.98528 -0.0886
C -2.89088 -3.22062 -4.62264 -0.1179
H -0.04319 -5.81882 2.89400 0.0847
H -1.83779 5.85014 4.67966 0.0731
C -4.35574 3.48610 4.65439 -0.0688
H -3.12782 4.20529 6.96139 0.0794
C -1.73035 -2.08629 2.45334 -0.3936
C 1.72296 5.00140 2.75041 -0.0551
H 1.61672 -0.24738 1.78948 0.0222
```